Entry 1:
# C44H39BrF5N4O2P2TeTi

C44H39BrF5N4O2P2TeTi as an isolated structure (wB97M-V/def2-TZVPD, the OMol25 dataset).

Cartesian coordinates (Å):
Ti (-0.37512, -2.48621, -0.36345)
N (1.61249, 0.79355, -1.40776)
P (0.36536, -0.28099, -1.84935)
C (0.99032, -0.68603, -3.50042)
C (2.26416, -1.25547, -3.55829)
C (2.78625, -1.65421, -4.77879)
C (2.04412, -1.48730, -5.94202)
C (0.77516, -0.93061, -5.88324)
C (0.24523, -0.53487, -4.66384)
C (-1.06625, 0.82814, -2.08880)
C (-1.04272, 1.91326, -2.96327)
C (-2.09628, 2.81111, -2.99478)
C (-3.18246, 2.63853, -2.14470)
C (-3.20562, 1.57452, -1.25716)
C (-2.14708, 0.67580, -1.22436)
P (1.73173, 1.61289, 0.09377)
C (0.89724, 3.20689, -0.33607)
C (-0.36293, 3.43550, 0.21057)
C (-1.09673, 4.56047, -0.14408)
C (-0.57387, 5.47143, -1.04814)
C (0.68374, 5.25516, -1.59897)
C (1.41372, 4.13123, -1.24413)
C (3.47072, 2.17051, -0.00588)
C (3.85588, 3.22765, 0.82078)
C (5.16418, 3.67959, 0.82862)
C (6.11291, 3.07326, 0.01315)
C (5.74319, 2.01111, -0.79594)
C (4.42931, 1.55649, -0.80339)
H (2.00392, 1.29355, -2.20174)
H (2.82684, -1.41054, -2.64297)
H (3.76868, -2.10676, -4.81934)
H (2.45286, -1.80275, -6.89384)
H (0.18459, -0.82185, -6.78395)
H (-0.76339, -0.14233, -4.61607)
H (-0.19327, 2.06057, -3.62099)
H (-2.06647, 3.65324, -3.67438)
H (-4.00344, 3.34422, -2.16748)
H (-4.04167, 1.44271, -0.58211)
H (-2.16709, -0.14745, -0.51591)
H (-0.77744, 2.72058, 0.91114)
H (-2.07889, 4.71830, 0.28341)
H (-1.14368, 6.34936, -1.32618)
H (1.09664, 5.96617, -2.30404)
H (2.39893, 3.97486, -1.66946)
H (3.12000, 3.70761, 1.45734)
H (5.44598, 4.50269, 1.47311)
H (7.13789, 3.42178, 0.02051)
H (6.48058, 1.51918, -1.41731)
H (4.15880, 0.69726, -1.40120)
N (-0.05763, -2.57666, 4.24153)
C (0.67472, -1.40077, 2.12783)
O (0.17816, -1.11410, 0.96361)
C (2.04084, -1.54324, 2.25762)
C (2.70325, -1.77778, 3.49386)
N (3.25070, -1.97013, 4.48971)
C (2.86013, -1.41179, 1.09597)
N (3.52443, -1.29984, 0.16176)
H (-0.18533, -3.49860, 3.84352)
H (0.86810, -2.50759, 4.64045)
Br (-2.74735, -3.58041, -6.70564)
C (-2.10907, -3.23263, -4.94147)
C (-2.87929, -2.47340, -4.08094)
C (-2.39425, -2.21356, -2.80188)
C (-1.14252, -2.66248, -2.38507)
C (-0.40970, -3.44400, -3.28290)
C (-0.88569, -3.74367, -4.55079)
H (-3.84472, -2.09974, -4.39614)
H (-3.02138, -1.65418, -2.12030)
H (0.55998, -3.82892, -2.99142)
H (-0.30214, -4.35068, -5.23050)
C (0.42834, 0.34098, 4.74454)
C (-0.73736, -0.21208, 3.92379)
C (-1.10650, 0.83871, 2.86738)
C (-0.34741, -1.56526, 3.24909)
C (-1.96848, -0.50083, 4.77731)
C (-1.98918, -0.31814, 6.15506)
C (-3.12944, -0.59512, 6.89959)
C (-4.27394, -1.06660, 6.27850)
C (-4.26488, -1.26171, 4.90370)
C (-3.12735, -0.98002, 4.16630)
H (1.25902, 0.59505, 4.08496)
H (0.79230, -0.37473, 5.48202)
H (0.13117, 1.25167, 5.26848)
H (-0.22510, 1.12678, 2.29572)
H (-1.50591, 1.72754, 3.36182)
H (-1.85070, 0.46626, 2.16042)
H (-1.23242, -1.90643, 2.71322)
H (-1.10406, 0.02873, 6.66939)
H (-3.11370, -0.45182, 7.97315)
H (-5.16015, -1.29135, 6.85841)
H (-5.14349, -1.64913, 4.40310)
H (-3.13595, -1.17148, 3.09974)
F (-2.46313, -3.78514, 2.66833)
Te (-2.35632, -4.44090, 0.85496)
F (1.16786, -3.28941, -0.84356)
F (-1.58957, -6.02939, 1.63955)
F (-0.39311, -3.89378, 1.19797)
F (-1.35806, -4.87041, -0.79171)
O (-2.16077, -2.58964, 0.23133)

charge	-1
Kohn-Sham gap	0.3086	Ha
spin multiplicity	1
ΔE to the lowest compared entry with this formula, charge and spin	54.86	kJ/mol
max |F|	0.54	eV/A


Entry 2:
# C8H7CuN2O5

C8H7CuN2O5 as an isolated structure in a non-equilibrium geometry (wB97M-V/def2-TZVPD, the OMol25 dataset).

Cartesian coordinates (Å):
O (0.86527, 0.03332, -5.66238)
C (0.28287, 0.02466, -4.67598)
Cu (0.67253, 0.01063, -1.71236)
O (3.16696, 0.00228, -3.32320)
C (2.10849, 0.02947, -2.88290)
C (-1.92862, -0.26260, -2.04849)
O (-2.54787, -0.08945, -1.01928)
C (-0.47414, -1.48545, -2.13631)
O (-0.55731, -2.65629, -2.14605)
C (-0.36355, 1.73165, -2.31550)
O (-0.57522, 2.85639, -2.25169)
H (-2.30230, -0.04442, -3.09705)
C (1.09025, -0.72605, 3.67986)
N (0.26381, 0.01988, 2.73917)
C (-0.96950, 0.63077, 3.25811)
C (0.44137, 0.06620, 1.44398)
N (0.81005, 0.13843, 0.33012)
H (0.67685, -0.51996, 4.67025)
H (2.10845, -0.39061, 3.54076)
H (1.11214, -1.77029, 3.37933)
H (-1.04505, 1.70323, 3.01167)
H (-1.90073, 0.17320, 2.87684)
H (-0.93476, 0.52500, 4.34111)

charge	+1
Kohn-Sham gap (alpha / beta)	0.2782 / 0.2902	Ha
spin multiplicity	2
⟨S²⟩	0.758
ΔE to the lowest compared entry with this formula, charge and spin	9.52	kJ/mol
max |F|	4.84	eV/A


Entry 3:
# C5H11NOS

The molecule C5H11NOS in a non-equilibrium geometry (wB97M-V/def2-TZVPD, the OMol25 dataset).

Cartesian coordinates (Å):
C (1.00822, -1.99511, 2.37750)
C (-0.16128, -1.01459, 2.20484)
N (0.23674, 0.15633, 1.45069)
C (0.44098, -0.04792, 0.01936)
C (1.02880, 1.25177, -0.51129)
O (2.04863, 1.23826, -1.15199)
C (-0.79406, -0.55754, -0.74992)
S (-1.66062, 0.68255, -1.74348)
H (1.86679, -1.61893, 2.93371)
H (1.34846, -2.39744, 1.42950)
H (0.68875, -2.80247, 3.03552)
H (-0.51390, -0.72365, 3.17371)
H (-0.94410, -1.68033, 1.80401)
H (-0.49608, 0.86497, 1.50050)
H (1.26658, -0.73621, -0.08319)
H (0.52128, 2.21091, -0.30933)
H (-0.59587, -1.41018, -1.38798)
H (-1.49205, -0.81562, 0.04342)
H (-0.85107, 0.68617, -2.80858)

Kohn-Sham gap	0.3595	Ha
spin multiplicity	1
SMILES	CCN[C@H](C=O)CS
ΔE to the lowest compared entry with this formula, charge and spin	183.40	kJ/mol
max |F|	1.72	eV/A


Entry 4:
# C5H10O2S2

A 2-piece molecular cluster, C5H10O2S2 overall in a non-equilibrium geometry (wB97M-V/def2-TZVPD, the OMol25 dataset).

Cartesian coordinates (Å):
C (-3.41146, -0.78188, 0.31917)
S (-1.69494, -0.07288, 0.35029)
O (-1.55701, 1.09155, 1.21095)
O (-1.30503, -1.26779, 1.22735)
S (-0.86398, -0.15805, -1.40166)
H (-4.00222, -0.09144, 0.83671)
H (-3.67278, -0.81202, -0.68919)
H (-3.18405, -1.77822, 0.75106)
H (-0.46621, -1.10326, 1.68737)
C (2.10963, -1.59526, -0.30389)
C (2.18913, -0.29744, -0.21797)
C (2.35859, 0.95016, 0.08404)
C (1.69176, 2.01314, -0.80599)
H (2.90152, -2.02366, -0.90957)
H (1.41053, -2.13055, 0.18171)
H (3.05862, 1.33386, 0.80129)
H (0.95551, 1.52248, -1.45239)
H (1.14610, 2.73633, -0.27524)
H (2.33630, 2.46492, -1.39403)

Kohn-Sham gap	0.3467	Ha
spin multiplicity	1
SMILES	C[S@@](=O)(O)=S.C=C=CC
ΔE to the lowest compared entry with this formula, charge and spin	240.57	kJ/mol
max |F|	4.97	eV/A